Molecular formula: C55H104FN7O7
Method: DFT, the ωB97M-V functional and the def2-TZVPD basis

Properties
**HOMO-LUMO gap (spin up / spin down)**: 4.8717 / 4.9871 eV
**Largest force on an atom**: 3.848 eV Å⁻¹
**HOMO (spin up / spin down)**: -0.3624 / -0.3667 Ha
**2S+1**: 4
**Expectation value of S²**: 3.76
**Net charge**: +1

CARTESIAN COORDINATES (ANGSTROEM)
C 7.9681 4.0522 2.7184
C 9.4677 3.8773 3.2005
O 9.4056 3.4872 4.5980
C 10.1965 2.7366 2.3605
N 9.2776 1.5712 2.3207
C 8.7378 1.3332 0.9494
C 7.5378 0.3378 1.1288
O 6.6987 0.2480 -0.0706
C 6.1791 -1.0581 -0.0793
C 4.8227 -1.3551 -0.7726
C 3.5839 -0.4068 -0.5244
C 2.6233 -0.2879 -1.7630
O 2.3998 1.0672 -2.1841
C 1.5089 0.9988 -3.3108
C 0.3716 2.1174 -3.2865
O 0.4497 3.0019 -2.1592
C -0.4263 2.6407 -1.1404
C -0.0958 1.6074 -0.1386
C -0.9998 1.2538 0.9591
C -2.3028 1.8973 1.1246
C -3.3116 1.6031 2.2997
C -2.9142 2.6461 3.4587
C -4.7777 1.9886 1.8637
C -3.1549 0.1689 2.9371
C -4.0017 -0.9722 2.2518
C -3.9052 -0.9885 0.6707
C -3.3390 -2.3556 2.7323
C -5.5105 -1.0574 2.7809
C -2.6539 2.9210 0.1152
C -1.7428 3.2756 -0.9858
N 4.7118 -2.8024 -0.3607
C 6.0911 -3.2691 -0.5002
N 6.4425 -4.5613 -0.4088
N 6.9941 -2.1573 -0.6926
C 7.4435 -1.9507 -2.0950
C 8.8923 -1.3426 -2.2246
F 9.7733 -1.7575 -1.2213
H 7.9169 4.2407 1.6093
H 7.3460 3.1421 2.9147
H 7.5206 4.8994 3.3006
H 10.0458 4.8362 3.1344
H 8.7215 4.0824 4.9584
H 11.1264 2.4743 2.9323
H 10.4249 3.0625 1.3134
H 9.7212 0.7174 2.6629
H 9.5654 0.8790 0.3309
H 8.4322 2.3413 0.5624
H 7.9924 -0.6642 1.3841
H 6.9159 0.7297 1.9851
H 5.9348 -1.2511 1.0081
H 4.8035 -1.4638 -1.8928
H 2.9973 -0.8828 0.3194
H 3.8948 0.5991 -0.1236
H 2.9422 -0.8818 -2.6631
H 1.6192 -0.6966 -1.4348
H 2.1464 1.1209 -4.2370
H 0.9842 0.0104 -3.4132
H -0.6643 1.7030 -3.3926
H 0.5462 2.7558 -4.1994
H 0.9149 1.1420 -0.2611
H -0.6430 0.4728 1.6743
H -1.8618 2.3973 3.7600
H -3.6316 2.4570 4.3028
H -2.9781 3.6969 3.0699
H -4.8169 3.1182 1.8454
H -5.4873 1.6748 2.6692
H -5.0677 1.6588 0.8364
H -2.0819 -0.1770 2.9211
H -3.4587 0.2295 4.0180
H -4.7108 -1.6830 0.3058
H -2.9319 -1.4697 0.3569
H -3.9276 0.0208 0.1953
H -2.3551 -2.5568 2.2409
H -3.1999 -2.2478 3.8505
H -4.0810 -3.1875 2.5619
H -5.8513 -2.1074 2.9441
H -6.2147 -0.4480 2.1563
H -5.4926 -0.5508 3.7930
H -3.6077 3.5007 0.1372
H -2.0057 4.0665 -1.7355
H 4.5978 -2.8506 0.6741
H 6.6990 -5.1105 -1.2264
H 6.4537 -4.9634 0.5363
H 6.7629 -1.2694 -2.6862
H 7.3806 -2.9503 -2.6170
H 9.2882 -1.6760 -3.2280
H 8.7850 -0.2269 -2.3003
C 4.6920 -9.9672 2.9202
C 4.7850 -8.5043 3.4383
C 3.9234 -8.3043 4.7041
C 2.4337 -8.1240 4.4455
C 2.2061 -7.0389 3.4012
C 2.9681 -7.3196 2.0973
N 4.4268 -7.5676 2.3282
O 4.9976 -6.3958 2.5832
C 2.3032 -8.5256 1.3957
C 2.7277 -6.1541 1.1184
C 6.2542 -8.3745 3.8962
H 4.1581 -10.0685 1.9785
H 5.6805 -10.3815 2.7089
H 4.2095 -10.6252 3.6455
H 4.2736 -7.4164 5.2431
H 4.0680 -9.1435 5.3894
H 1.9824 -9.0706 4.1353
H 1.9353 -7.8408 5.3761
H 1.1347 -6.9510 3.1998
H 2.5151 -6.0732 3.8181
H 2.8444 -8.7997 0.4865
H 1.2793 -8.2831 1.1025
H 2.2243 -9.4082 2.0280
H 3.0267 -5.1894 1.5350
H 1.6680 -6.0701 0.8723
H 3.2723 -6.3086 0.1822
H 6.9425 -8.4364 3.0493
H 6.5052 -9.1819 4.5876
H 6.4474 -7.4390 4.4241
C -9.1717 7.8086 0.7908
C -7.9073 7.1019 1.3556
C -6.9687 8.1106 2.0527
C -6.0966 8.9319 1.1127
C -5.3619 8.0178 0.1407
C -6.3233 7.1097 -0.6407
N -7.2404 6.3392 0.2564
O -6.5318 5.3630 0.8100
C -7.1221 7.9865 -1.6319
C -5.5005 6.1845 -1.5577
C -8.4672 6.1959 2.4737
H -9.2074 7.8464 -0.2952
H -10.0853 7.2768 1.0666
H -9.2645 8.8322 1.1601
H -6.3005 7.5713 2.7342
H -7.5514 8.7880 2.6828
H -6.7007 9.6713 0.5790
H -5.3676 9.5002 1.6968
H -4.7720 8.6262 -0.5511
H -4.6401 7.4105 0.6993
H -7.8608 7.3922 -2.1755
H -6.4556 8.4328 -2.3737
H -7.6343 8.8231 -1.1589
H -4.7748 5.5846 -1.0043
H -4.9311 6.7687 -2.2832
H -6.1510 5.5070 -2.1174
H -9.0962 5.4013 2.0649
H -9.0792 6.7832 3.1625
H -7.6797 5.7330 3.0713
C -4.6454 1.1770 -4.6939
C -4.4136 -0.2588 -4.1440
C -2.9477 -0.4559 -3.6991
C -1.9644 -0.7243 -4.8310
C -2.4715 -1.8588 -5.7132
C -3.8837 -1.5860 -6.2532
N -4.8572 -1.2521 -5.1677
O -5.1559 -2.3818 -4.5365
C -3.7947 -0.4438 -7.2912
C -4.3414 -2.7978 -7.0868
C -5.2582 -0.2929 -2.8533
H -4.8291 1.2146 -5.7648
H -5.5359 1.6348 -4.2570
H -3.8002 1.8359 -4.4802
H -2.8911 -1.3034 -3.0059
H -2.6097 0.4160 -3.1299
H -1.7966 0.1855 -5.4160
H -0.9915 -0.9991 -4.4103
H -1.7738 -2.0114 -6.5421
H -2.4622 -2.7903 -5.1355
H -4.7853 -0.1753 -7.6660
H -3.1952 -0.7517 -8.1512
H -3.3157 0.4569 -6.9089
H -4.3253 -3.7281 -6.5164
H -3.6811 -2.9475 -7.9433
H -5.3531 -2.6489 -7.4725
H -6.3268 -0.2261 -3.0719
H -4.9996 0.5516 -2.2090
H -5.0870 -1.1968 -2.2662